Record 1
This record from the Open Molecules 2025 dataset describes a molecular structure, C25H17F5InN5O4S2 in a non-equilibrium geometry. The level of theory is the ωB97M-V functional and the def2-TZVPD basis.

Calculated values
E_HOMO in eV: -8.10
Spin multiplicity: 1
Lowest unoccupied orbital energy in eV: -1.6
Frontier orbital gap in Eh: 0.2380
Total charge: 0

Structure (XYZ):
```
59
C25H17F5InN5O4S2 | the Open Molecules 2025 dataset | the ωB97M-V functional and the def2-TZVPD basis
In -1.186 -1.363 -0.542
N -4.728 1.364 -0.973
C -3.530 0.747 -0.921
S -3.625 -1.004 -0.814
N -2.481 1.518 -0.947
N -1.286 0.877 -0.850
C -0.194 1.534 -1.008
C -0.128 2.989 -1.267
C 0.454 3.447 -2.445
C 0.545 4.808 -2.689
C 0.077 5.712 -1.747
C -0.501 5.256 -0.571
C -0.616 3.897 -0.334
C 1.058 0.742 -0.919
C 2.297 1.350 -0.883
C 3.431 0.553 -0.811
C 3.292 -0.821 -0.795
C 2.016 -1.362 -0.799
N 0.929 -0.594 -0.847
H -5.571 0.831 -1.084
H -4.739 2.355 -1.148
H 0.830 2.738 -3.172
H 0.991 5.160 -3.608
H 0.173 6.775 -1.926
H -0.855 5.960 0.169
H -1.069 3.536 0.580
H 2.375 2.425 -0.853
H 4.407 1.014 -0.750
H 4.150 -1.475 -0.743
H 1.838 -2.425 -0.736
N -1.353 -1.175 1.772
C -0.283 -0.311 2.234
C 0.972 -0.855 2.438
C 2.052 -0.013 2.664
C 1.867 1.359 2.685
C 0.590 1.892 2.553
C -0.491 1.058 2.322
S 3.269 2.482 2.785
O 3.243 3.122 1.472
O 4.402 1.600 2.996
O 2.932 3.364 3.883
H -1.240 -2.123 2.118
H -2.273 -0.832 2.029
H 1.109 -1.929 2.365
H 3.054 -0.399 2.794
H 0.473 2.967 2.602
H -1.487 1.464 2.175
F -2.181 -8.213 -1.178
C -1.736 -6.976 -0.947
C -2.220 -6.250 0.129
F -3.144 -6.779 0.932
C -1.742 -4.974 0.362
F -2.242 -4.260 1.394
C -0.774 -4.383 -0.447
O -0.282 -3.168 -0.177
C -0.323 -5.130 -1.533
F 0.578 -4.583 -2.365
C -0.790 -6.407 -1.785
F -0.336 -7.092 -2.836
```

Record 2
This record from the Open Molecules 2025 dataset describes a molecular structure, C38H27Cl2CoGeN4O2S. The level of theory is the ωB97M-V functional and the def2-TZVPD basis.

Calculated values
E_HOMO (alpha / beta) in eV: -10.68 / -10.71
Spin multiplicity: 4
Expectation value of S²: 3.76
Lowest unoccupied orbital energy (alpha / beta) in eV: -3.0 / -3.0
Frontier orbital gap (alpha / beta) in Eh: 0.2832 / 0.2817
Total charge: +1

Structure (XYZ):
```
76
C38H27Cl2CoGeN4O2S | the Open Molecules 2025 dataset | the ωB97M-V functional and the def2-TZVPD basis
Co 0.493 -0.064 -0.685
Cl 3.724 1.563 5.551
C 3.245 1.152 3.939
C 4.171 0.518 3.093
C 3.825 0.185 1.813
Cl 4.970 -0.595 0.781
C 2.528 0.448 1.284
O 2.263 0.140 0.066
C 1.608 1.079 2.171
C 0.282 1.433 1.781
O -0.306 1.170 0.717
C 1.992 1.434 3.487
H 5.165 0.296 3.456
H -0.284 2.015 2.521
H 1.279 1.929 4.134
S 2.785 -1.613 -3.219
C 3.720 -0.210 -2.933
C 2.945 0.887 -2.742
C 1.542 0.611 -2.812
C 1.327 -0.730 -3.074
C 0.006 -1.384 -3.105
C -0.452 -2.206 -4.122
C -1.724 -2.744 -4.009
C -2.497 -2.446 -2.897
C -1.966 -1.624 -1.921
N -0.740 -1.113 -2.020
H 4.796 -0.275 -2.903
H 3.350 1.870 -2.548
H 0.173 -2.400 -4.983
H -2.114 -3.385 -4.788
H -3.495 -2.845 -2.784
H -2.527 -1.357 -1.035
Ge 0.331 2.117 -3.282
C 1.175 3.670 -2.501
C 1.513 3.676 -1.147
C 2.115 4.785 -0.572
C 2.389 5.902 -1.350
C 2.064 5.907 -2.698
C 1.462 4.795 -3.272
C -1.508 1.880 -2.693
C -2.404 1.186 -3.509
C -3.732 1.036 -3.141
C -4.184 1.583 -1.946
C -3.309 2.288 -1.133
C -1.980 2.443 -1.510
H 0.324 2.143 -4.815
H 1.325 2.799 -0.533
H 2.376 4.777 0.478
H 2.861 6.768 -0.904
H 2.283 6.775 -3.305
H 1.216 4.809 -4.327
H -2.065 0.762 -4.449
H -4.417 0.505 -3.790
H -5.222 1.477 -1.661
H -3.663 2.734 -0.213
H -1.314 3.015 -0.876
N -4.477 -5.239 7.396
C -3.804 -4.846 6.553
C -2.966 -4.352 5.495
C -2.029 -5.189 4.897
C -1.229 -4.714 3.874
C -1.357 -3.399 3.451
C -2.284 -2.556 4.051
C -3.090 -3.033 5.067
N -0.530 -2.913 2.397
C 0.671 -3.447 1.976
C 1.103 -2.660 0.959
N 0.189 -1.655 0.742
C -0.771 -1.833 1.617
H -1.935 -6.213 5.227
H -0.525 -5.384 3.402
H -2.372 -1.520 3.754
H -3.811 -2.381 5.539
H 1.127 -4.298 2.446
H 2.016 -2.727 0.390
H -1.646 -1.212 1.707
```

Record 3
This record from the Open Molecules 2025 dataset describes 9 unconnected molecules or ions with the total composition C20H58O9 in a non-equilibrium geometry. The level of theory is the ωB97M-V functional and the def2-TZVPD basis.

Calculated values
SMILES: CC(C)O.CC(C)O.CCO.CCO.CCO.CCO.CCO.CCO.CCO
E_HOMO in eV: -9.96
Spin multiplicity: 1
Lowest unoccupied orbital energy in eV: 0.3
Frontier orbital gap in Eh: 0.3782
Total charge: 0

Structure (XYZ):
```
87
C20H58O9 | the Open Molecules 2025 dataset | the ωB97M-V functional and the def2-TZVPD basis
C 4.821 -6.017 4.283
C 4.820 -5.138 3.052
C 6.088 -4.360 2.956
O 4.683 -5.848 1.949
H 5.858 -6.341 4.367
H 4.092 -6.827 4.246
H 4.521 -5.406 5.135
H 3.948 -4.492 3.159
H 5.964 -3.569 2.216
H 6.960 -4.950 2.675
H 6.236 -3.827 3.896
H 5.179 -6.664 2.051
C 0.701 0.315 1.220
C -0.791 0.354 0.786
C -0.969 0.833 -0.563
O -1.299 -0.906 0.905
H 0.935 0.062 2.254
H 1.116 1.301 1.013
H 1.271 -0.287 0.512
H -1.311 0.907 1.567
H -1.952 0.531 -0.925
H -0.329 0.352 -1.303
H -0.933 1.909 -0.735
H -1.008 -1.451 0.170
C -0.638 -7.997 0.453
C -0.419 -6.588 0.884
O 0.404 -5.889 -0.015
H -1.147 -8.525 1.260
H 0.286 -8.541 0.259
H -1.259 -8.067 -0.440
H -0.128 -6.557 1.934
H -1.357 -6.041 0.790
H 1.324 -6.064 0.196
C 4.617 0.933 7.702
C 3.811 -0.374 8.001
O 3.040 -0.013 9.168
H 5.244 0.741 6.832
H 5.229 1.192 8.567
H 4.027 1.843 7.593
H 4.435 -1.248 8.191
H 3.090 -0.622 7.223
H 2.482 -0.767 9.370
C -2.356 7.140 0.443
C -2.950 8.432 0.972
O -2.295 9.508 0.339
H -2.986 6.301 0.736
H -1.364 7.061 0.889
H -2.277 7.191 -0.643
H -2.862 8.493 2.057
H -4.033 8.415 0.852
H -2.253 10.252 0.944
C 0.421 -3.241 -5.693
C -0.687 -2.691 -6.639
O -0.382 -1.276 -6.716
H 0.327 -4.324 -5.609
H 0.354 -2.707 -4.744
H 1.412 -2.978 -6.063
H -1.709 -2.934 -6.350
H -0.676 -3.171 -7.618
H -0.719 -0.893 -7.530
C -3.101 4.104 -6.057
C -3.615 4.191 -7.471
O -2.534 4.390 -8.371
H -2.730 5.119 -5.913
H -2.399 3.276 -5.955
H -3.833 3.837 -5.295
H -4.342 4.991 -7.617
H -4.247 3.347 -7.748
H -2.602 3.729 -9.064
C 2.960 5.055 -5.024
C 2.879 5.294 -6.587
O 2.757 4.031 -7.330
H 2.914 6.003 -4.489
H 3.815 4.415 -4.807
H 2.139 4.447 -4.644
H 3.664 5.961 -6.943
H 1.948 5.860 -6.605
H 2.264 3.462 -6.734
C -7.733 -1.042 5.495
C -6.596 -0.489 4.725
O -6.233 -1.428 3.797
H -7.402 -2.030 5.813
H -8.677 -1.223 4.981
H -7.974 -0.563 6.443
H -5.740 -0.200 5.335
H -6.865 0.360 4.097
H -5.326 -1.374 3.486
```

For the records above, the corresponding relative energy (zero: lowest compared OMol25 entry of this formula, charge and spin) values read 0.00 17.68 390.62 kJ/mol.
For the records above, the corresponding energy values read -82273.37744 -179918.56883 -40103.22052 eV.